C5H8N2 | wB97M-V/def2-TZVPD

Last column: Löwdin charge in e.
Geometry (Å):
N1 0.782605 -2.576340 -2.844670  0.13
H1 -2.550106 0.290712 0.579598  0.07
H2 1.520105 0.491729 -1.223503  0.12
C1 1.085321 -0.064479 -0.395175  -0.11
H3 -1.541693 0.063147 -0.694068  0.07
C2 0.749405 0.667815 0.869991  -0.19
H4 1.429766 1.509216 1.047577  0.11
H5 -0.732734 2.097763 0.182887  0.11
C3 -0.707643 1.182843 0.795114  -0.28
C4 0.721814 -1.339707 -0.567730  -0.13
H6 -1.032198 1.469829 1.800075  0.11
C5 0.787894 -2.015269 -1.829710  -0.23
H7 0.829337 -0.017432 1.719353  0.11
H8 0.246752 -1.886530 0.242273  0.11
N2 -1.588628 0.126704 0.317987  -0.01

Atoms 1-2, force components in eV/Å:
N 0.0 0.6 1.0
H 0.0 0.1 0.0

net charge: 0
LUMO: 0.53 eV
relative energy (zero: lowest compared OMol25 entry of this formula, charge and spin): 25.50 kcal per mole
SMILES: N#C/C=C/CCN



C33H37N5S2Se2Sn | wB97M-V/def2-TZVPD

Last column: Löwdin charge in e.
Geometry (Å):
H1 6.349746 12.212335 6.268439  0.03
H2 8.440369 15.353545 13.964281  0.12
C1 6.805497 6.218519 5.181150  -0.21
H3 19.349631 12.650123 5.205264  0.13
H4 7.678696 5.603445 5.159120  0.03
H5 15.897687 14.079052 14.724077  0.16
H6 10.432951 7.202969 16.570585  0.15
N1 15.878061 13.197523 12.797213  -0.06
H7 20.715774 10.736329 15.795550  0.12
Sn1 12.029365 10.191111 11.652065  1.09
H8 16.929776 10.998880 9.246869  0.12
C2 7.376585 11.929159 6.345588  -0.37
C3 15.139366 12.691781 10.607750  -0.60
H9 6.760473 7.028053 4.484530  0.04
C4 16.059362 13.079367 14.281056  -0.08
H10 9.177875 16.502129 11.860795  0.12
S1 13.864900 12.044658 9.573172  0.59
S2 14.364276 11.017166 12.857811  0.65
C5 19.093879 10.770561 6.497270  0.09
C6 17.576248 11.056761 14.470207  -0.05
C7 11.082740 9.844226 14.495953  -0.28
H11 5.838079 5.703873 5.168721  0.06
C8 17.236346 12.556883 7.791576  -0.13
N2 10.705362 11.185038 14.204377  0.13
H12 16.756449 10.476610 14.040644  0.06
N3 16.131777 13.308565 10.037926  -0.12
C9 18.390178 10.360786 7.640552  0.01
C10 19.563421 12.489612 15.702645  -0.05
C11 19.772956 11.147934 15.448905  -0.05
H13 10.696617 15.402206 10.301298  0.11
H14 17.558716 14.483529 12.808452  0.15
C12 9.150091 14.885739 13.303734  -0.04
H15 5.169452 10.230763 8.215204  0.09
H16 11.509042 12.988958 10.853527  0.03
H17 6.302721 9.263384 5.956517  0.08
C13 6.095428 9.662090 8.094056  -0.55
C14 18.748075 10.410657 14.870677  -0.06
C15 17.396881 12.454885 14.619087  -0.22
C16 12.074544 7.890920 13.694119  -0.07
H18 15.272487 13.439081 8.123879  0.09
H19 11.866603 6.077752 14.987106  0.15
H20 19.770468 10.079629 5.993477  0.14
H21 12.687951 7.447040 12.914345  0.12
H22 15.270185 12.386552 14.545032  0.06
Se1 7.740089 10.769853 7.894788  0.88
H23 7.666709 11.362985 5.471056  0.01
H24 16.664946 14.555646 8.414191  0.16
C17 18.400004 13.147047 15.305291  -0.02
H25 6.299049 9.082797 8.971644  0.03
C18 16.659211 14.274676 12.205948  -0.05
H26 8.041797 12.800352 6.523462  0.04
C19 5.929642 8.743745 6.884291  -0.50
H27 17.931907 13.010488 10.916735  0.15
C20 11.606999 7.143629 14.802305  0.01
H28 20.381906 13.000119 16.121118  0.11
C21 17.456231 11.232994 8.328736  0.12
C22 15.138654 12.366641 12.104561  -0.58
N4 10.967605 11.614582 13.076805  -0.10
H29 16.116052 15.197700 12.153598  0.15
C23 10.867178 13.585482 11.532820  -0.04
H30 18.477691 9.332241 7.957520  0.12
C24 10.448986 14.880684 11.215373  -0.04
C25 18.857030 12.174606 6.023173  0.12
H31 17.672048 14.627265 10.354876  0.15
N5 11.818231 9.227991 13.568198  -0.17
H32 9.264140 13.268941 14.585574  0.13
H33 4.900460 8.386611 6.650973  0.10
H34 18.859263 9.316047 14.813947  0.12
H35 17.777421 14.013728 6.264504  0.15
C26 10.625714 9.178294 15.659698  0.08
Se2 6.949608 7.039571 7.039511  1.25
C27 9.572112 15.540141 12.121462  0.00
H36 10.131476 9.685870 16.471596  0.14
C28 10.466525 12.950234 12.741325  -0.21
H37 18.306669 14.187584 15.447594  0.10
C29 17.174989 13.789048 10.850617  -0.11
C30 17.888635 12.993516 6.661473  0.01
C31 9.595397 13.636615 13.613492  -0.02
C32 10.855299 7.800124 15.751337  0.00
C33 16.303777 13.504779 8.534939  -0.06

Atoms 1-2, force components in eV/Å:
H -0.6 0.3 0.2
H 0.0 0.2 0.1

net charge: +4
LUMO (spin up / spin down): -13.33 / -11.65 eV
relative energy (zero: lowest compared OMol25 entry of this formula, charge and spin): 0.00 kcal per mole



C3H13N2O | wB97M-V/def2-TZVPD

Last column: Löwdin spin population.
Geometry (Å):
N1 1.129136 0.391975 -1.379195  0.20
O1 0.824462 -2.330487 -0.662930  0.08
C1 0.244975 1.309823 -0.609151  0.13
C2 -0.295456 -0.051188 1.941939  0.02
H1 0.619919 -2.647200 0.227965  0.01
C3 -1.130869 0.745830 -0.247560  0.04
H2 0.786662 1.522182 0.308172  0.02
H3 1.586961 -0.321834 -0.799893  0.07
H4 0.269487 -2.845644 -1.258400  0.02
H5 0.734175 -0.064307 1.677354  0.01
H6 1.868881 0.917208 -1.899919  0.17
N2 -1.142155 -0.280894 0.797386  0.01
H7 -1.520641 0.287550 -1.154829  0.03
H8 -0.470898 -0.762219 2.746758  0.00
H9 0.054988 2.217902 -1.171354  0.04
H10 -0.418652 0.947835 2.406302  0.00
H11 -1.722700 1.598272 0.111691  0.00
H12 -2.082999 -0.463840 1.102035  0.00
H13 0.664723 -0.170962 -2.136370  0.15

Atoms 1-2, force components in eV/Å:
N -0.1 -0.3 -0.6
O 0.3 -0.2 0.2

multiplicity: 2
net charge: 0
LUMO (spin up / spin down): 0.82 / 0.55 eV
relative energy (zero: lowest compared OMol25 entry of this formula, charge and spin): 14.22 kcal per mole



ClH2NO2P | wB97M-V/def2-TZVPD

Last column: Löwdin charge in e.
Geometry (Å):
Cl1 -2.757991 -1.281050 3.383891  0.04
N1 -0.580682 0.315216 1.679343  -0.37
O1 0.739464 0.267901 -0.704817  -0.20
H1 0.542232 1.047135 -1.223521  -0.02
P1 -1.079646 0.029124 3.048781  0.13
H2 0.246520 0.436652 0.218950  -0.04
O2 -0.710988 0.437900 4.463854  -0.53

Atoms 1-2, force components in eV/Å:
Cl 0.5 0.3 -0.3
N -0.4 -0.2 0.0

net charge: -1
LUMO: 3.55 eV
relative energy (zero: lowest compared OMol25 entry of this formula, charge and spin): 69.71 kcal per mole



H80O40 | wB97M-V/def2-TZVPD

Last column: Löwdin charge in e.
Geometry (Å):
H1 1.469557 5.613962 -0.540346  0.06
H2 0.425095 -3.893162 2.227146  0.06
H3 -3.858071 -3.435802 3.943333  -0.02
H4 0.691442 -1.642613 -1.575068  -0.08
H5 -0.789745 0.132408 1.329835  0.09
H6 3.702905 -4.631826 0.807177  -0.10
H7 -2.164225 -0.236670 -6.111439  0.06
H8 3.323786 2.593964 -0.669250  0.04
H9 0.713309 0.644491 -3.951714  0.03
H10 3.437689 2.017939 -5.123668  0.07
H11 -6.352508 1.325812 0.488671  0.04
H12 -2.216897 -0.609285 0.771323  0.05
H13 1.498346 2.210922 5.192411  -0.04
H14 -2.656116 -1.596021 -0.508163  0.04
O1 -5.422689 1.324744 0.613430  0.03
H15 1.724365 0.098558 -5.032991  -0.04
O2 -0.296254 -4.467449 1.791061  -0.04
H16 -5.073486 -0.526275 3.496447  0.06
H17 0.394379 -0.627532 -5.261785  0.12
H18 3.718174 0.351369 0.635014  -0.06
H19 -4.315713 -3.095780 -3.766052  0.01
H20 0.258798 0.891710 4.489209  -0.01
O3 -2.439383 2.603939 -3.390688  -0.10
H21 1.917947 4.658398 2.466018  0.03
H22 1.564873 1.941079 -3.188074  0.03
H23 4.506838 1.679472 0.599657  -0.08
H24 -1.934754 -6.123695 -2.577941  -0.03
H25 0.709614 5.385307 3.174615  0.07
O4 -3.861406 1.389641 4.963979  -0.11
H26 0.035573 -1.301307 1.515475  -0.03
O5 -0.356161 -1.960735 1.999590  -0.04
H27 -3.814074 1.865760 2.126374  -0.05
O6 2.792572 -3.272053 2.974729  -0.05
H28 2.060253 2.560300 -5.256163  0.09
H29 2.350836 -4.190268 0.643568  -0.08
H30 -3.341258 2.846383 -3.723719  0.08
O7 2.939848 2.893623 -4.835866  -0.10
O8 1.037066 -0.582511 6.463727  -0.14
H31 0.464280 5.786697 -1.752994  -0.02
O9 5.538226 1.290274 -2.759373  -0.04
O10 3.865961 -1.072917 3.426877  -0.06
H32 -3.808322 0.318132 -4.504020  0.09
H33 3.824377 0.195077 -4.162725  0.00
H34 2.033801 -2.131427 -3.727058  0.08
O11 2.048785 1.225041 -2.896145  -0.01
O12 0.301611 -0.975210 -1.134323  -0.07
O13 1.246926 5.328834 2.326644  -0.09
H35 2.930117 -0.768474 3.836299  0.11
H36 -1.021151 3.623246 4.210561  -0.08
O14 3.743823 1.872485 -0.994531  -0.01
O15 -0.543147 3.498312 1.533493  -0.12
H37 1.022106 2.007212 6.502413  0.03
H38 -5.125039 -1.612923 -0.849368  0.05
H39 5.313990 1.832924 1.933134  0.05
O16 -1.506236 -5.417389 -2.255303  -0.01
H40 5.246375 1.608674 -1.891474  0.02
H41 0.437508 -0.549656 5.600883  0.04
O17 1.079874 0.591947 4.140730  -0.09
H42 3.523883 -2.103170 -3.103752  -0.08
H43 1.427218 -3.534933 -0.864348  0.11
H44 2.261536 0.215205 0.048074  0.05
O18 -1.123663 -0.875721 4.411706  -0.05
O19 -4.294939 -2.048610 -0.888442  0.01
H45 2.827181 1.663318 -3.138478  0.01
H46 -3.756873 -1.702629 -1.567418  -0.02
H47 -3.135307 -3.653133 -3.234371  0.03
H48 -1.979745 -0.813136 4.146807  -0.03
H49 -0.381379 3.029464 0.664082  0.05
H50 -2.420619 1.626701 2.677643  0.02
H51 -2.133162 -1.220735 -3.636685  -0.02
O20 -0.260810 0.487212 -3.757447  -0.11
H52 -0.554974 -1.430902 -0.714838  0.08
H53 2.861138 -3.946222 3.581738  0.00
H54 4.820775 -0.518728 -4.972531  0.03
O21 -0.692450 2.921581 3.958751  0.10
H55 -1.298172 1.253721 0.457698  -0.02
H56 3.639961 -3.180490 2.396929  0.10
H57 -3.385344 2.299772 5.096406  0.10
H58 1.893205 -0.066363 6.330617  0.06
H59 -5.195619 1.544970 -0.221290  -0.02
O22 -1.969539 -1.360326 0.177922  -0.09
O23 2.921838 -0.102274 0.726816  -0.04
O24 3.098504 -4.419325 0.311222  0.15
O25 4.496744 0.341697 -4.861556  -0.04
H60 -1.977130 0.991752 -6.550195  0.13
H61 -0.574032 0.655832 -1.276045  0.06
H62 5.440368 0.369277 -2.761180  0.00
H63 -1.895173 2.137906 -4.073660  0.02
O26 -3.229341 2.168133 2.721138  -0.04
H64 -0.375879 -1.709160 2.964788  0.06
O27 1.190324 -3.307514 -1.836193  -0.01
H65 -3.751744 -0.882263 2.552668  0.07
O28 1.186630 -0.135319 -5.794369  -0.10
H66 3.697277 -0.864105 2.595087  -0.11
O29 -3.410918 -3.090377 -3.969855  -0.04
O30 -1.393299 0.981623 1.384128  -0.10
O31 5.043550 1.337867 1.204814  0.04
O32 2.894703 -1.725817 -3.480612  0.06
H67 -1.344171 -5.328502 -1.281326  0.07
H68 0.339439 -3.036466 -1.957340  -0.03
O33 -4.783896 -1.003749 2.678514  -0.09
H69 -0.833688 2.082579 -1.699220  0.04
O34 -1.206765 1.447680 -1.097933  -0.05
H70 0.818102 0.659421 3.191376  0.07
H71 -1.296042 -1.143372 5.409729  0.17
H72 -0.748444 2.821139 3.068906  -0.07
H73 -1.829566 -0.989902 -2.136682  0.01
H74 -2.729582 -2.466765 3.465642  -0.01
O35 -2.381327 0.599657 -5.697138  -0.08
O36 -1.734365 -1.583003 -2.897264  -0.04
H75 3.123975 1.571992 -1.648665  0.01
H76 -0.123397 -0.183232 -3.071207  0.01
H77 -1.486081 3.911400 1.209505  0.17
H78 -4.063702 1.160991 4.075191  -0.05
O37 -3.085162 -3.035549 4.135357  0.01
H79 -2.850589 0.548475 -3.259471  0.07
O38 1.262838 5.431296 -1.502174  -0.05
H80 -0.685231 -4.035125 1.127454  -0.08
O39 1.801368 2.341685 6.065862  -0.04
O40 -3.896115 0.239622 -3.424674  -0.19

Atoms 1-2, force components in eV/Å:
H -0.9 0.0 -1.7
H -2.0 -1.0 -1.4

net charge: 0
LUMO: -0.68 eV
relative energy (zero: lowest compared OMol25 entry of this formula, charge and spin): 460.91 kcal per mole



C19H26F2N2PS | wB97M-V/def2-TZVPD

Last column: Löwdin charge in e.
Geometry (Å):
H1 -5.429570 -4.567976 3.017533  0.00
C1 -1.218715 -2.777764 2.131595  -0.26
H2 -0.373002 -1.984486 0.246073  0.11
H3 1.175927 -0.069430 -1.117599  0.11
P1 -4.756939 -4.238191 0.847000  0.74
N1 -5.600445 -4.654675 2.029148  -0.22
C2 1.723101 0.634114 -0.504697  -0.02
H4 5.660502 4.373488 -6.763474  0.11
H5 -1.510480 -3.228015 4.852082  0.11
C3 2.320296 4.839893 -6.474637  -0.08
H6 -3.616248 -2.468573 5.294443  0.07
H7 3.416875 3.563650 -0.661139  0.10
H8 3.705092 3.073016 1.745607  0.11
H9 -1.734087 -3.871131 -0.472397  0.14
C4 -1.565257 -2.152537 4.655066  -0.24
S1 -3.795058 -1.231567 3.240866  0.80
H10 -5.195470 -3.192832 0.015099  0.02
H11 1.223905 4.766082 -4.607739  0.12
C5 -2.542295 -3.465369 2.208471  -0.11
H12 2.156691 2.004857 -2.094532  0.10
C6 -0.873457 -1.849841 3.320042  -0.18
C7 3.567299 4.729703 -7.074214  -0.09
H13 -0.451493 -3.565582 2.102437  0.18
H14 -2.874588 -2.542999 -0.787643  0.13
H15 0.201481 -1.904379 3.485071  0.12
C8 -3.023244 -1.679125 4.836461  -0.48
H16 -5.051156 -1.139149 3.706473  -0.10
H17 -0.957678 -1.697313 5.437610  0.12
C9 2.603054 1.242380 1.674054  -0.02
H18 3.667561 4.859995 -8.143175  0.10
F1 1.358762 -0.735339 1.379895  0.02
C10 -1.328452 -2.103940 0.749812  -0.11
C11 3.147693 2.391834 1.115986  -0.07
H19 -1.072528 -0.822792 3.001851  0.11
C12 -2.261983 -3.024893 -0.026205  -0.12
H20 1.446751 5.057970 -7.075172  0.11
C13 2.986546 2.668226 -0.234997  -0.08
C14 1.903488 0.396731 0.840852  -0.28
C15 4.570261 4.291359 -4.925716  -0.02
H21 -3.022331 -3.867398 3.094218  0.12
C16 3.315255 4.406663 -4.365365  -0.28
C17 2.276750 1.790011 -1.040918  -0.07
C18 4.686413 4.456895 -6.299438  -0.08
H22 5.425161 4.081707 -4.298042  0.12
H23 -3.070700 -0.810120 5.489661  0.08
N2 -3.116821 -3.579516 1.066449  -0.21
H24 -1.775313 -1.116994 0.890771  0.12
H25 2.718746 1.002581 2.721834  0.12
F2 3.189344 4.244761 -3.023777  0.03
H26 -4.410936 -5.211935 -0.103181  0.02
C19 2.181292 4.677947 -5.102404  -0.02

Atoms 1-2, force components in eV/Å:
H -0.3 0.0 -0.1
C 0.0 0.0 0.2

net charge: +1
LUMO: -3.73 eV



| no. | electronic energy (Eh) |
| --- | --- |
| 1 | -304.79486 |
| 2 | -7365.49754 |
| 3 | -306.70694 |
| 4 | -1008.06567 |
| 5 | -3057.02284 |
| 6 | -1788.09387 |